[1]
Density functional theory data (wB97M-V/def2-TZVPD) for C41H41FMgP2 as an isolated structure at a distorted geometry.

```
86
Properties=species:S:1:pos:R:3:forces:R:3
Mg 0.420 -0.650 5.090 -0.4 2.1 2.2
C -2.370 -0.091 6.014 -0.1 -0.6 -0.3
C -2.380 -0.395 4.703 -0.4 -0.3 0.3
C -2.784 0.576 3.636 0.1 0.3 -0.9
C -1.627 1.341 2.933 -0.7 -0.5 -0.3
C -0.536 1.852 3.815 0.1 0.7 0.5
C -0.705 2.348 5.053 0.6 0.0 -0.8
C -2.008 2.494 5.755 -0.5 0.0 0.7
C -2.498 1.270 6.598 0.1 0.9 0.2
C 2.285 0.194 4.880 1.0 -0.8 -1.0
H -2.364 -0.894 6.758 0.4 0.2 -0.3
H -2.350 -1.446 4.384 0.0 0.2 0.3
H -3.535 1.298 3.998 0.3 -0.5 0.0
H -3.279 0.001 2.837 0.0 0.2 0.3
H -1.174 0.670 2.185 -0.2 0.2 0.1
H -2.121 2.154 2.371 0.4 -0.1 0.0
H 0.444 1.917 3.336 -0.2 -0.1 0.3
H 0.151 2.802 5.564 -0.1 -0.5 -0.2
H -2.814 2.815 5.077 0.4 -0.1 0.1
H -1.879 3.298 6.494 -0.2 -0.1 -0.3
H -1.945 1.274 7.550 -0.2 -0.1 -0.3
H -3.550 1.502 6.836 0.2 -0.4 0.1
H 2.814 -0.209 5.761 -0.2 0.0 -0.3
H 2.453 1.277 4.885 -0.5 -0.1 -0.1
H 2.747 -0.226 3.976 0.5 0.3 0.1
P 0.038 -2.428 -4.193 0.8 -0.7 0.0
P 2.075 0.450 -4.454 0.9 -0.3 -0.1
C -0.443 -0.808 -4.840 0.1 1.5 -0.2
C 0.308 0.331 -4.816 -1.2 -0.7 -0.7
C -0.850 -3.586 -5.320 -0.1 0.0 0.0
C -2.021 -3.230 -5.995 0.0 -0.6 -0.2
C -2.675 -4.154 -6.818 0.1 0.0 0.1
C -2.160 -5.442 -6.965 0.2 -0.1 0.1
C -0.985 -5.814 -6.290 -0.4 0.2 -0.2
C -0.330 -4.887 -5.484 -0.3 0.4 0.0
C -0.973 -2.526 -2.658 -0.4 0.4 0.1
C -0.604 -1.655 -1.616 -0.2 -0.2 -0.1
C -1.341 -1.619 -0.434 0.0 -0.1 -0.2
C -2.461 -2.438 -0.280 0.2 0.1 -0.2
C -2.834 -3.299 -1.308 0.1 -0.1 -0.1
C -2.086 -3.362 -2.487 0.1 0.3 0.1
C 2.662 1.252 -6.044 -0.4 0.0 -0.1
C 2.632 0.448 -7.199 0.0 0.3 0.0
C 2.991 0.965 -8.444 0.1 0.3 0.2
C 3.387 2.308 -8.548 -0.1 -0.1 0.1
C 3.423 3.119 -7.410 0.0 -0.3 0.0
C 3.080 2.586 -6.160 -0.1 -0.1 -0.3
C 2.134 1.869 -3.311 0.1 0.3 0.2
C 3.253 1.970 -2.460 -0.4 0.1 -0.3
C 3.366 3.043 -1.583 -0.1 0.1 -0.1
C 2.369 4.024 -1.540 0.1 -0.2 -0.1
C 1.272 3.935 -2.390 -0.2 -0.2 -0.2
C 1.145 2.856 -3.270 0.4 0.2 0.3
H -1.448 -0.751 -5.285 0.4 0.3 0.4
H -0.143 1.269 -5.187 0.0 -0.7 0.0
H -2.448 -2.242 -5.883 0.0 -0.1 0.0
H -3.591 -3.855 -7.337 0.3 -0.2 0.2
H -2.675 -6.165 -7.602 0.2 0.2 0.2
H -0.591 -6.824 -6.399 -0.1 0.3 0.0
H 0.586 -5.166 -4.967 -0.1 0.1 -0.1
H 0.253 -0.993 -1.754 -0.2 -0.2 0.1
H -1.041 -0.942 0.362 -0.1 -0.1 -0.1
H -3.041 -2.396 0.637 0.0 0.0 -0.1
H -3.720 -3.925 -1.205 0.2 0.1 0.0
H -2.383 -4.046 -3.284 0.1 0.2 0.2
H 2.298 -0.585 -7.126 0.1 0.1 0.0
H 2.952 0.333 -9.334 0.0 0.2 0.3
H 3.659 2.719 -9.523 -0.1 -0.1 0.3
H 3.704 4.174 -7.496 0.0 -0.4 0.1
H 3.114 3.231 -5.285 0.0 -0.1 -0.1
H 4.032 1.208 -2.514 -0.2 0.2 0.1
H 4.234 3.118 -0.936 -0.1 0.0 0.0
H 2.455 4.855 -0.848 0.0 -0.1 -0.1
H 0.502 4.706 -2.385 0.2 -0.2 0.1
H 0.287 2.799 -3.935 0.1 0.1 0.2
F 1.081 0.075 11.476 -0.1 0.0 -0.6
C 0.843 0.059 10.121 0.1 -0.3 0.1
C 1.100 1.199 9.379 -0.2 0.1 -0.9
C 0.869 1.156 7.978 0.5 -0.1 1.6
C 0.451 -0.016 7.373 -1.2 -0.7 -2.5
C 0.140 -1.121 8.143 0.5 0.2 1.9
C 0.363 -1.106 9.543 -0.2 -0.1 -0.6
H 1.472 2.101 9.859 -0.1 -0.2 0.0
H 1.039 2.070 7.407 0.1 -0.2 0.1
H -0.283 -2.025 7.694 0.1 0.0 0.2
H 0.163 -1.988 10.144 0.0 0.2 0.1
```
Forces are in eV/Å.

Results
DFT total energy ... -69917.438 eV
Orbital gap ... 6.29 eV


[2]
Density functional theory data (wB97M-V/def2-TZVPD) for C41H41FMnP2 as an isolated structure at a distorted geometry.

```
86
Properties=species:S:1:pos:R:3:forces:R:3
Mn 2.123 -2.758 0.919 1.9 -2.2 -0.3
C 3.486 -4.010 -0.940 0.1 1.4 -1.0
C 2.868 -2.858 -1.371 1.2 -1.0 -0.2
C 1.596 -2.848 -2.185 -0.7 0.5 -0.5
C 0.228 -2.810 -1.437 0.2 0.5 -0.3
C 0.220 -3.490 -0.090 -0.6 -1.6 -0.1
C 0.748 -4.752 0.116 -1.6 1.2 0.0
C 1.425 -5.572 -0.934 0.4 -0.7 -0.4
C 2.960 -5.379 -1.159 -0.4 -0.9 0.5
C 1.503 -2.256 2.669 -0.6 1.1 1.0
H 4.542 -3.966 -0.631 -0.7 0.2 0.1
H 3.528 -1.984 -1.482 -0.4 -0.3 0.4
H 1.549 -3.692 -2.892 0.4 0.2 0.3
H 1.623 -1.934 -2.800 0.0 -0.3 0.0
H -0.110 -1.766 -1.304 0.3 -0.4 0.0
H -0.520 -3.259 -2.123 0.2 0.0 0.5
H -0.481 -3.054 0.645 0.5 -0.4 -0.3
H 0.409 -5.314 1.000 0.5 0.6 -0.2
H 0.939 -5.447 -1.915 -0.1 0.0 0.4
H 1.286 -6.627 -0.640 0.0 0.4 -0.3
H 3.511 -6.085 -0.517 -0.2 0.3 -0.1
H 3.158 -5.707 -2.197 0.1 0.3 0.3
H 2.358 -1.717 3.110 -0.5 -0.1 0.3
H 1.319 -3.206 3.198 0.0 0.5 -0.1
H 0.607 -1.626 2.591 0.2 0.0 0.6
P -0.499 3.515 -0.820 1.6 0.8 0.0
P -2.658 2.664 0.534 -1.7 0.2 1.8
C -1.826 3.014 -1.952 -0.9 -0.4 0.5
C -2.968 2.747 -1.255 1.0 0.5 -0.6
C -0.115 5.206 -1.374 0.3 0.3 -0.6
C -0.417 5.649 -2.670 0.3 0.6 0.2
C -0.103 6.957 -3.059 0.0 0.0 0.1
C 0.509 7.831 -2.155 0.0 -0.3 0.2
C 0.815 7.392 -0.854 -0.1 0.0 -0.4
C 0.502 6.089 -0.465 -0.1 -0.1 -0.4
C 0.938 2.507 -1.296 -0.3 -0.3 -0.8
C 0.924 1.189 -0.796 0.2 0.6 -0.2
C 1.965 0.333 -1.120 -0.1 -0.2 0.0
C 2.947 0.721 -2.028 -0.1 0.3 0.1
C 2.939 2.015 -2.548 -0.1 0.0 0.0
C 1.944 2.924 -2.179 0.0 -0.6 0.3
C -4.120 3.721 1.071 -0.1 -0.3 -0.1
C -4.075 5.104 0.801 -0.2 -0.2 0.0
C -5.185 5.910 1.060 -0.1 -0.2 0.2
C -6.344 5.356 1.623 0.2 -0.2 0.0
C -6.374 3.996 1.943 0.4 0.2 0.0
C -5.260 3.186 1.683 -0.2 0.4 -0.1
C -3.226 0.976 0.934 -0.5 -0.2 -0.1
C -3.156 0.550 2.276 -0.2 0.0 -0.5
C -3.725 -0.665 2.647 0.0 0.0 -0.1
C -4.348 -1.473 1.690 0.1 0.2 -0.1
C -4.364 -1.079 0.350 0.2 0.0 0.1
C -3.780 0.131 -0.036 -0.2 -0.2 0.5
H -1.676 2.969 -3.037 -0.5 0.1 0.3
H -3.996 2.646 -1.632 0.6 -0.2 -0.2
H -0.887 4.974 -3.383 0.1 0.2 0.1
H -0.333 7.294 -4.076 0.1 -0.1 0.4
H 0.757 8.852 -2.460 -0.1 -0.4 0.1
H 1.302 8.072 -0.152 -0.2 -0.2 -0.2
H 0.746 5.739 0.539 -0.1 0.1 -0.2
H 0.078 0.843 -0.189 0.5 0.2 0.0
H 1.994 -0.656 -0.654 -0.1 0.3 -0.3
H 3.705 0.011 -2.342 0.0 0.1 0.1
H 3.700 2.313 -3.261 0.0 0.0 0.1
H 1.921 3.929 -2.596 0.1 -0.2 0.1
H -3.171 5.551 0.376 -0.3 -0.2 0.0
H -5.154 6.976 0.831 0.0 -0.3 0.1
H -7.210 5.987 1.829 0.2 -0.2 -0.1
H -7.258 3.557 2.401 0.2 0.1 -0.1
H -5.293 2.132 1.956 0.0 0.2 -0.2
H -2.683 1.195 3.019 -0.1 -0.1 -0.1
H -3.692 -0.976 3.690 0.0 0.0 -0.2
H -4.817 -2.407 1.989 0.1 0.2 -0.1
H -4.842 -1.709 -0.401 0.1 0.1 0.2
H -3.792 0.438 -1.082 -0.1 -0.1 0.3
F 5.998 -7.514 3.069 -0.5 0.6 -0.1
C 5.143 -6.483 2.756 -0.3 -0.1 -0.1
C 3.768 -6.703 2.773 -0.1 0.7 -0.2
C 2.901 -5.654 2.369 1.1 -1.1 0.4
C 3.397 -4.435 1.927 -0.7 1.2 -1.0
C 4.771 -4.223 2.005 0.6 -1.0 0.4
C 5.659 -5.246 2.413 0.0 0.7 -0.2
H 3.371 -7.660 3.084 0.1 -0.1 0.0
H 1.833 -5.849 2.426 0.1 0.0 -0.1
H 5.207 -3.257 1.734 0.0 -0.2 0.0
H 6.735 -5.056 2.439 -0.3 -0.2 0.0
```
Forces are in eV/Å.

Results
DFT total energy ... -95791.300 eV
Orbital gap (spin up / spin down) ... 6.87 / 6.55 eV
Multiplicity ... 6
⟨S²⟩ ... 8.795